This record from OMol25 describes a structure of composition C53H134BeN9O17 in a non-equilibrium geometry. The level of theory is the ωB97M-V functional and the def2-TZVPD basis.

Summary:
- Kohn-Sham gap (eV) = 6.36
- total charge = +1
- largest force on an atom (eV/A) = 4.09
- energy relative to the best compared isomer or geometry (same formula, charge and spin) (kcal/mol) = 27.05

Geometry (Å):
Be 12.62 1.43 0.33
C 11.06 3.42 -3.06
C 10.27 2.45 -2.15
C 9.36 1.61 -3.05
O 11.07 1.70 -1.33
H 10.28 3.92 -3.64
H 11.74 2.88 -3.71
H 11.56 4.15 -2.42
H 9.63 3.13 -1.56
H 8.84 0.80 -2.54
H 10.01 1.14 -3.80
H 8.59 2.21 -3.54
C 4.90 1.20 -1.27
O 3.52 0.93 -1.31
C 3.14 -0.19 -2.08
C 3.45 -1.54 -1.43
N 4.83 -1.94 -1.66
C 4.98 -3.33 -1.15
C 6.42 -3.74 -1.25
O 6.59 -5.11 -0.95
C 7.88 -5.62 -1.17
H 5.06 2.04 -0.59
H 5.34 1.52 -2.21
H 5.47 0.33 -0.92
H 3.49 -0.15 -3.12
H 2.05 -0.09 -2.14
H 2.76 -2.30 -1.79
H 3.28 -1.37 -0.36
H 5.08 -2.08 -2.64
H 4.38 -3.99 -1.78
H 4.63 -3.39 -0.11
H 7.07 -3.11 -0.63
H 6.78 -3.57 -2.28
H 7.95 -6.53 -0.58
H 8.64 -4.89 -0.89
H 8.09 -5.93 -2.21
C 11.50 -2.21 -6.89
O 11.92 -1.95 -5.56
C 10.84 -1.63 -4.70
C 11.36 -1.22 -3.33
N 12.06 -2.31 -2.63
C 11.14 -3.35 -2.14
C 11.92 -4.40 -1.37
O 10.96 -5.38 -1.02
C 11.40 -6.58 -0.44
H 10.77 -3.03 -6.93
H 12.40 -2.40 -7.46
H 11.01 -1.32 -7.28
H 10.28 -2.57 -4.62
H 10.21 -0.81 -5.06
H 10.54 -0.83 -2.72
H 11.95 -0.29 -3.42
H 12.58 -2.73 -3.40
H 10.59 -3.83 -2.95
H 10.39 -2.89 -1.49
H 12.35 -4.12 -0.41
H 12.72 -4.80 -2.01
H 11.56 -6.45 0.64
H 12.27 -7.06 -0.89
H 10.61 -7.32 -0.57
C 13.40 0.47 3.66
O 13.02 0.04 2.34
C 13.90 -0.99 1.91
C 13.33 -1.74 0.71
N 13.35 -0.83 -0.42
C 14.73 -0.63 -0.91
C 14.70 0.15 -2.18
O 14.18 1.45 -1.90
C 14.06 2.25 -3.05
H 14.31 1.07 3.56
H 13.43 -0.41 4.30
H 12.65 1.11 4.11
H 14.17 -1.71 2.70
H 14.84 -0.49 1.67
H 12.28 -1.98 0.91
H 13.91 -2.65 0.53
H 12.78 -1.17 -1.23
H 15.19 -1.59 -1.18
H 15.28 -0.06 -0.17
H 14.07 -0.30 -2.95
H 15.70 0.27 -2.62
H 13.35 1.87 -3.79
H 14.99 2.40 -3.62
H 13.70 3.20 -2.69
C 3.12 -4.22 -7.34
O 3.26 -3.64 -6.07
C 4.17 -4.28 -5.20
C 5.53 -3.57 -5.21
N 5.30 -2.20 -4.73
C 6.46 -1.35 -4.99
C 6.04 0.12 -4.94
O 4.86 0.27 -5.71
C 4.51 1.61 -5.86
H 2.44 -5.07 -7.28
H 4.06 -4.45 -7.86
H 2.61 -3.54 -8.03
H 4.36 -5.32 -5.49
H 3.67 -4.20 -4.23
H 6.01 -3.69 -6.20
H 6.21 -3.94 -4.44
H 4.50 -1.79 -5.20
H 6.88 -1.58 -5.98
H 7.18 -1.56 -4.19
H 6.83 0.81 -5.22
H 5.72 0.25 -3.89
H 3.52 1.72 -6.29
H 5.25 2.15 -6.47
H 4.52 2.21 -4.94
C 13.55 4.77 -0.66
O 12.61 3.94 -0.02
C 11.74 4.69 0.79
C 10.73 3.73 1.33
N 11.29 2.67 2.14
C 10.22 1.84 2.66
C 9.51 1.09 1.56
O 10.46 0.41 0.79
C 9.73 -0.51 0.01
H 14.33 4.22 -1.19
H 14.14 5.29 0.10
H 13.12 5.46 -1.39
H 11.26 5.50 0.23
H 12.34 5.18 1.57
H 10.19 3.30 0.48
H 9.90 4.31 1.75
H 11.83 3.12 2.88
H 9.52 2.42 3.27
H 10.56 1.08 3.36
H 8.83 1.71 0.97
H 8.88 0.37 2.10
H 9.23 -1.28 0.60
H 10.41 -1.02 -0.67
H 9.00 -0.01 -0.64
C 10.22 1.33 -7.92
O 10.75 2.46 -8.54
C 10.62 3.56 -7.68
C 11.15 4.83 -8.31
N 10.34 5.26 -9.43
C 10.77 6.44 -10.15
C 9.66 6.95 -11.05
O 8.49 7.11 -10.28
C 7.37 7.55 -11.02
H 9.13 1.32 -7.80
H 10.66 1.12 -6.93
H 10.43 0.44 -8.50
H 11.21 3.37 -6.78
H 9.57 3.78 -7.43
H 12.19 4.66 -8.63
H 11.26 5.64 -7.57
H 9.41 5.48 -9.08
H 11.63 6.22 -10.79
H 11.08 7.30 -9.52
H 9.55 6.24 -11.88
H 9.96 7.93 -11.45
H 7.52 8.62 -11.21
H 6.47 7.40 -10.43
H 7.35 7.09 -12.01
C 5.68 6.74 4.63
O 6.09 6.51 3.31
C 7.48 6.50 3.12
C 7.84 6.17 1.68
N 7.48 4.80 1.31
C 7.67 4.62 -0.14
C 6.55 5.26 -0.97
O 6.82 6.60 -1.33
C 5.94 7.15 -2.27
H 6.28 7.51 5.12
H 5.79 5.84 5.25
H 4.65 7.09 4.64
H 7.86 5.64 3.70
H 7.99 7.39 3.48
H 8.93 6.25 1.56
H 7.29 6.90 1.07
H 6.51 4.65 1.55
H 7.55 3.54 -0.28
H 8.64 4.96 -0.51
H 5.63 5.19 -0.37
H 6.33 4.67 -1.87
H 4.89 7.04 -1.98
H 6.05 6.71 -3.27
H 6.13 8.22 -2.31
C 13.33 5.65 -5.18
C 14.83 5.44 -4.95
C 15.63 6.37 -5.84
O 15.26 6.11 -7.18
C 15.82 6.99 -8.13
N 15.14 5.78 -3.55
H 12.80 5.04 -4.46
H 13.00 5.35 -6.18
H 13.02 6.68 -4.97
H 15.09 4.39 -5.10
H 16.72 6.39 -5.72
H 15.38 7.43 -5.67
H 16.91 6.88 -8.11
H 15.44 8.01 -8.03
H 15.50 6.60 -9.10
H 14.83 6.74 -3.41
H 14.53 5.24 -2.95
C 10.39 7.07 -2.56
C 10.04 8.48 -2.15
C 10.13 8.65 -0.64
O 9.75 9.95 -0.24
C 8.36 10.20 -0.27
N 11.05 9.39 -2.74
H 11.36 6.76 -2.15
H 10.39 6.88 -3.63
H 9.61 6.39 -2.19
H 9.02 8.72 -2.47
H 11.16 8.51 -0.30
H 9.49 7.91 -0.14
H 7.91 9.57 0.51
H 7.89 9.91 -1.21
H 8.09 11.22 -0.02
H 10.81 9.61 -3.70
H 11.03 10.25 -2.21